The following is a DFT calculation (ωB97M-V/def2-TZVPD) of a molecular structure, C17H20N3O9P2Rb.

```
52
Properties=species:S:1:pos:R:3:lowdin_charge:R:1
H 2.886 -3.190 -3.614 0.09
C 4.730 -2.943 -4.707 -0.11
C 3.609 -1.194 -3.476 -0.13
O 1.021 1.223 2.525 -0.44
N -0.957 -0.726 2.387 0.14
O -3.737 1.748 1.741 -0.16
H 4.769 -3.975 -5.039 0.09
C 5.676 -0.740 -4.648 -0.11
C -3.476 -5.292 1.372 -0.11
N 0.517 -1.059 -1.619 -0.09
C -0.217 -3.217 -0.513 -0.12
P -2.145 1.554 1.420 0.28
C -1.514 0.583 2.886 -0.49
P 0.014 1.381 3.635 0.24
H -0.765 3.211 2.942 0.01
O -1.547 2.942 1.434 -0.39
H -2.951 1.224 4.346 0.08
C 2.471 -0.673 -2.618 -0.54
H -1.101 -1.254 -0.507 0.07
H -3.723 -5.876 0.476 0.08
O 0.248 0.762 4.967 -0.34
N 1.608 -1.609 -2.263 0.01
O -1.989 -2.794 1.068 -0.13
C 5.736 -2.058 -5.079 -0.13
O -2.119 -5.484 1.727 -0.12
C -2.571 0.287 3.939 -0.10
H 6.456 -0.041 -4.931 0.09
H 1.375 -3.800 -1.789 0.07
O -0.427 2.913 3.825 -0.19
O -1.971 0.698 0.221 -0.38
H -0.447 -6.954 0.498 0.10
H -3.685 -4.236 1.197 0.07
O 2.482 0.555 -2.347 -0.19
H -1.543 -1.423 1.794 0.11
C 3.677 -2.515 -3.913 -0.04
C 4.620 -0.315 -3.853 -0.04
C -1.183 -3.612 0.473 -0.32
H -4.077 -5.654 2.209 0.08
H -3.860 2.676 1.963 0.06
C -1.228 -5.008 0.773 -0.24
H -0.621 -1.260 3.190 0.15
C -0.365 -5.914 0.198 -0.06
H 4.544 0.707 -3.504 0.10
H 6.560 -2.395 -5.699 0.08
H -2.116 -0.268 4.762 0.07
C 0.593 -5.498 -0.726 -0.14
Rb 0.749 1.477 -0.344 1.00
H -0.113 -0.491 1.855 0.10
C -0.243 -1.799 -0.892 -0.14
H 1.280 -6.213 -1.164 0.08
C 0.651 -4.159 -1.073 -0.06
H -3.411 -0.271 3.522 0.08
```

Computed properties:
**M**: 557.8 g mol⁻¹
**Charge**: -2
**F_max**: 0.3 eV/Å
**HOMO-LUMO gap**: 5.53 eV
**Energy above the lowest of the compared OMol25 structures with the same formula, charge and spin**: 8.2 kJ/mol